i.
{
  "formula": "C3H5NO2S",
  "method": "ωB97M-V/def2-TZVPD",
  "symbols": ["H", "O", "H", "N", "S", "O", "C", "H", "H", "H", "C", "C"],
  "positions_angstrom": [[0.13832, 2.37079, 0.48582], [-1.95823, -0.62947, 1.01984], [0.63280, -1.74734, 1.48450], [-0.73449, 2.07080, -2.36112], [-0.94242, -0.60124, 0.01775], [0.51272, 0.33029, 0.35731], [0.57981, 1.62739, -0.12472], [1.57418, 1.83575, -0.55727], [0.82740, -2.10641, -0.23954], [-0.57467, -2.96590, 0.74545], [0.14642, -2.05566, 0.53240], [-0.20185, 1.87100, -1.36042]],
  "lumo_ha": 0.018,
  "homo_lumo_gap_ev": 10.579
}

=====

ii.
{
  "formula": "C3H5NO2S",
  "method": "ωB97M-V/def2-TZVPD",
  "symbols": ["O", "H", "H", "H", "O", "S", "H", "C", "H", "N", "C", "C"],
  "positions_angstrom": [[2.09490, -2.05145, -1.84946], [1.38715, 1.54653, 0.87222], [-1.92530, 0.46600, 1.16049], [-0.47030, 1.92813, 1.06405], [1.97635, 0.37032, -1.92692], [1.56310, -0.85731, -1.28494], [-1.84125, -1.31284, 0.69982], [0.32466, 1.19716, 0.94174], [-2.10130, -0.07179, -0.46308], [0.65800, -0.96631, -0.05842], [-1.57034, -0.29303, 0.46338], [-0.09567, 0.04461, 0.38111]],
  "smiles": "C=C(C)N=S(=O)=O",
  "lumo_ha": -0.014,
  "homo_lumo_gap_ev": 9.183
}

=====

Sorted by energy, starting with the most stable: i, ii.

=====

i.
{
  "formula": "C12H30F6N2O4PSr",
  "method": "ωB97M-V/def2-TZVPD",
  "symbols": ["C", "H", "H", "C", "H", "H", "F", "H", "H", "C", "H", "H", "H", "C", "H", "H", "H", "O", "F", "P", "H", "C", "H", "H", "H", "F", "H", "H", "H", "C", "C", "F", "H", "C", "O", "H", "H", "C", "H", "F", "H", "C", "F", "N", "C", "O", "Sr", "H", "H", "H", "N", "O", "H", "H", "H", "C"],
  "positions_angstrom": [[-16.25976, 0.41016, 10.35298], [-12.75954, 4.81828, 8.90436], [-15.55992, -0.41925, 10.45498], [-13.45986, -0.51103, 3.18586], [-13.15369, -3.98828, 6.03826], [-13.56316, -2.42829, 2.68295], [-9.24851, -1.28973, 10.44561], [-15.52831, -2.74356, 3.28909], [-14.57637, 0.99025, 3.87034], [-16.98177, -3.28451, 5.80820], [-16.77930, -4.25932, 5.36453], [-10.97992, 3.91304, 7.99244], [-12.10216, 3.83461, 6.58300], [-16.16571, -2.14707, 3.94179], [-16.83604, -3.36339, 6.88553], [-17.12281, -2.47467, 3.53590], [-11.87928, -2.01013, 3.33872], [-13.39875, -2.43857, 4.73761], [-12.18177, -2.69751, 10.87749], [-10.65766, -2.07009, 10.82330], [-15.99075, -0.61238, 2.41715], [-12.92641, 3.77358, 8.64199], [-18.00630, -2.94406, 5.65800], [-10.36125, 0.85906, 6.52762], [-9.70730, 1.92460, 7.68465], [-10.55278, -1.97078, 12.43588], [-15.71851, 4.45380, 9.24346], [-10.20151, 2.48861, 6.06291], [-13.47557, -0.29372, 2.11786], [-15.36611, 3.42246, 9.22706], [-10.47894, 1.87043, 6.91671], [-10.70861, -2.32620, 9.21928], [-12.73372, 3.24792, 9.57721], [-16.56681, 2.48101, 8.99359], [-15.95134, 1.12172, 9.17191], [-12.08524, -4.17527, 4.97523], [-14.68241, 3.93949, 7.55906], [-11.88654, 3.46518, 7.58556], [-13.58385, -4.55515, 4.30463], [-9.94473, -3.55840, 10.77504], [-12.55784, -0.00920, 3.53601], [-12.96131, -1.92921, 3.44242], [-11.53896, -0.74759, 10.68053], [-14.57373, -0.01747, 3.93821], [-15.87242, -0.71226, 3.49609], [-11.75480, 2.08402, 7.37707], [-13.84094, -0.08459, 7.26636], [-14.98858, 3.09629, 10.19617], [-17.31612, 0.15125, 10.42496], [-17.34955, 2.74097, 9.70622], [-14.34102, 3.28712, 8.25040], [-16.10447, -2.22188, 5.36420], [-16.68181, -0.20806, 4.02410], [-15.96763, 0.98866, 11.22939], [-16.86335, 2.70291, 7.96845], [-13.11627, -3.82184, 4.96169]],
  "lumo_ha": -0.158,
  "charge": 1,
  "homo_lumo_gap_ev": 8.452
}

=====

ii.
{
  "formula": "C12H30F6N2O4PSr",
  "method": "ωB97M-V/def2-TZVPD",
  "symbols": ["C", "C", "H", "C", "C", "H", "H", "C", "H", "H", "H", "C", "H", "H", "H", "C", "H", "O", "C", "H", "H", "P", "H", "H", "F", "H", "H", "O", "H", "F", "H", "C", "F", "H", "C", "H", "H", "Sr", "H", "H", "F", "H", "O", "H", "C", "O", "F", "F", "H", "H", "H", "N", "C", "N", "H", "H"],
  "positions_angstrom": [[7.61849, 3.41953, -5.10442], [9.63299, 7.70768, -8.81057], [7.87981, 3.27144, -11.22102], [8.73918, 3.26769, -10.55052], [7.28985, 2.54122, -8.79593], [13.03142, 4.87166, -6.28634], [11.73341, 4.33237, -4.11987], [11.05844, 7.35754, -9.28904], [11.56094, 6.07374, -3.82237], [10.11547, 4.98609, -3.97103], [6.29482, 3.74609, -7.30087], [12.51302, 5.80205, -6.05450], [6.41164, 2.47441, -9.43811], [7.35662, 5.27033, -3.97584], [7.23793, 7.37120, -4.62852], [7.29303, 4.95148, -5.01622], [9.55611, 3.82793, -11.00536], [8.77076, 6.55895, -8.53408], [11.12189, 5.21130, -4.32389], [9.12849, 2.25314, -10.63540], [6.24478, 4.86443, -5.30203], [11.80298, 1.79549, -8.22432], [12.20789, 5.85691, -9.21703], [6.89079, 7.42726, -8.74667], [13.24897, 2.27479, -7.59056], [8.50640, 3.23775, -4.49889], [8.23481, 1.99155, -6.19419], [8.33955, 3.42670, -9.16085], [7.67920, 7.04378, -10.32470], [12.53731, 1.03539, -9.45340], [11.07245, 7.12250, -10.35331], [6.90457, 2.84519, -7.36930], [10.33644, 1.21348, -8.61592], [13.09839, 6.33610, -5.30601], [7.77768, 7.24087, -5.56649], [13.42308, 6.83312, -7.81440], [6.75762, 2.79749, -4.85936], [9.62729, 4.65205, -7.37687], [9.77789, 8.20580, -7.85193], [12.17328, 7.66335, -6.99633], [11.43818, 3.09388, -9.17172], [7.73973, 1.54940, -8.75098], [11.20638, 5.38910, -5.71983], [7.07070, 5.71721, -9.34049], [12.43721, 6.67653, -7.37663], [8.05894, 5.83935, -5.82140], [11.93620, 0.43120, -7.39897], [11.15336, 2.69433, -7.00552], [9.12338, 8.38834, -9.49256], [11.78488, 8.16645, -9.36680], [8.71278, 7.76041, -5.35724], [11.59328, 6.18734, -8.48685], [7.50453, 6.71633, -9.29983], [8.07234, 2.95380, -6.45452], [7.28272, 7.74526, -6.39636], [6.38888, 1.99090, -6.93071]],
  "lumo_ha": -0.088,
  "charge": 1,
  "homo_lumo_gap_ev": 11.079
}

=====

Sorted by energy, starting with the most stable: ii, i.

=====

i.
{
  "formula": "CH3IN4",
  "method": "ωB97M-V/def2-TZVPD",
  "symbols": ["I", "H", "N", "C", "H", "N", "H", "N", "N"],
  "positions_angstrom": [[3.11539, -0.00142, 0.12653], [0.71750, -0.96873, 0.81378], [0.90702, 1.74006, -0.56264], [1.13306, 0.38864, -0.67351], [1.23285, 0.01176, -1.89042], [-0.49583, 0.86642, 0.76093], [-1.35012, 0.68514, 1.19772], [-0.05330, 1.92654, 0.23676], [0.12800, -0.30186, 0.14015]],
  "smiles": "I[C@@H]1N=NNN1",
  "lumo_ha": 0.003,
  "homo_lumo_gap_ev": 8.835
}

=====

ii.
{
  "formula": "CH3IN4",
  "method": "ωB97M-V/def2-TZVPD",
  "symbols": ["C", "I", "N", "H", "H", "N", "H", "N", "N"],
  "positions_angstrom": [[-0.67400, 0.18495, -0.44521], [2.58584, 0.51408, -0.17034], [0.34438, -1.80162, 0.18448], [-0.95673, 0.60372, 1.40166], [-0.06624, 0.51791, -1.37681], [-0.15458, 0.70386, 0.76068], [-1.66326, 0.45105, -0.89993], [0.98475, 0.04152, 1.02643], [-0.40017, -1.21548, -0.48095]],
  "lumo_ha": [-0.006, -0.006],
  "homo_lumo_gap_ev": [8.135, 8.140]
}

=====

Sorted by energy, starting with the most stable: i, ii.